[1]
86
Properties=species:S:1:pos:R:3:forces:R:3 method="wB97M-V/def2-TZVPD" total_charge=+1 homo_energy_ha="-0.360 / -0.362" spin_multiplicity=2 mol_weight_g_mol=894.05 orbital_gap_ev="5.126 / 3.629" de_lowest_kj_mol=571.9 total_energy_ha=-5223.60724
Ir 2.28751 -0.12683 -0.51803 -2.25 0.00 4.10
C 2.73758 -1.68162 -6.06272 0.29 0.14 0.04
C 1.45673 -0.91386 -5.75900 -0.17 -0.09 0.29
S 0.76045 -1.04539 -4.08892 0.23 -0.11 -0.08
C 0.74507 -2.83342 -3.74255 -0.06 0.38 -0.13
C 2.09038 -3.30919 -3.18741 0.08 0.20 -0.01
S 3.10479 -1.84172 -2.78258 -0.40 0.09 -0.09
C 4.78210 -2.47029 -3.08271 -0.03 0.02 0.13
C 5.05717 -2.38861 -4.57711 -0.10 0.23 -0.16
S 4.21075 -0.93127 -5.28486 -0.22 -0.21 0.13
H 2.90156 -1.66003 -7.13996 -0.04 -0.05 0.01
H 2.67413 -2.72006 -5.74599 -0.04 -0.04 -0.10
H 0.67585 -1.22482 -6.45415 0.06 0.03 -0.09
H 1.61464 0.15961 -5.87626 -0.09 0.01 -0.10
H 0.45845 -3.36835 -4.64673 -0.03 -0.11 0.07
H -0.04756 -2.94661 -3.00467 -0.02 -0.07 -0.03
H 2.64172 -3.90420 -3.91389 0.02 -0.01 0.02
H 1.97485 -3.89825 -2.27743 0.09 -0.03 0.00
H 4.88458 -3.48205 -2.69035 0.02 0.03 0.12
H 5.42610 -1.80296 -2.51009 -0.02 -0.03 0.06
H 4.71202 -3.26611 -5.12076 0.08 -0.04 0.02
H 6.12072 -2.25943 -4.77021 0.01 -0.11 0.00
N 2.36577 -1.25814 1.62674 0.15 -0.02 -1.27
N 3.60097 -1.88823 1.77755 -0.06 -0.05 -0.05
C 4.56589 -1.68694 0.79898 -0.08 -0.35 0.77
O 5.67947 -2.12694 0.94560 0.06 0.10 -0.29
O 4.11579 -1.06775 -0.25324 -0.45 1.22 -1.30
H 2.20701 -0.55100 2.33898 -0.05 0.16 -0.23
H 1.60897 -1.93622 1.66588 -0.07 0.14 -0.01
H 3.90800 -2.18584 2.69006 -0.04 0.03 0.00
C -1.63811 2.56056 6.79131 -0.03 -0.05 -0.07
C -1.54504 1.81663 5.49067 0.04 -0.12 0.02
C -0.68496 0.74251 5.34008 -0.06 0.03 -0.08
C -0.56428 0.05978 4.13367 -0.01 -0.02 -0.05
C 0.31093 -1.17451 4.17464 -0.06 0.15 -0.04
C -1.29904 0.48363 3.00910 0.13 0.05 -0.19
As -0.77723 -0.38927 1.29793 -0.50 -1.24 0.37
N 0.58362 0.68298 0.68302 2.75 -0.48 -2.29
C 0.79589 2.02955 0.89458 0.02 0.82 -0.17
C 2.10121 2.55496 0.89489 -0.25 -0.27 0.08
C 2.31986 3.91934 0.95454 0.02 0.15 -0.04
C 1.25033 4.79720 1.03640 0.00 -0.04 -0.02
C -0.04713 4.29576 1.03682 0.07 0.04 0.10
C -0.27424 2.93650 0.98181 0.03 -0.28 -0.08
C -2.38938 -0.36466 0.14006 0.33 0.23 -0.03
C -2.49188 0.22532 -1.12103 -0.24 -0.04 0.09
C -1.35261 0.89363 -1.83198 -0.06 0.10 0.06
C -3.72898 0.20211 -1.76834 0.14 -0.12 0.02
C -4.83232 -0.43058 -1.22603 -0.06 0.06 -0.06
C -6.15149 -0.45316 -1.94610 0.05 0.05 0.12
C -4.68471 -1.07693 -0.00268 0.09 -0.06 -0.05
C -3.47826 -1.08068 0.67730 0.04 0.10 0.03
C -3.36543 -1.83671 1.97547 0.00 0.13 -0.08
C -2.27709 1.48198 3.19133 -0.02 0.01 -0.02
C -3.34371 1.83501 2.18487 0.13 0.08 0.00
C -2.36314 2.13220 4.41588 0.00 0.02 -0.03
H -0.78557 2.33023 7.42706 0.00 0.04 0.05
H -2.54673 2.28210 7.32733 -0.01 0.03 0.02
H -1.66865 3.63543 6.61736 0.00 0.02 0.05
H -0.09817 0.40311 6.18640 0.02 0.02 0.03
H 0.05169 -1.75511 5.06007 0.06 -0.01 0.00
H 1.36743 -0.90912 4.26601 0.02 -0.06 0.00
H 0.15759 -1.80655 3.30365 0.07 -0.06 0.08
H 2.93625 1.85673 0.83922 0.03 0.11 0.14
H 3.32967 4.30647 0.93378 0.04 -0.05 0.04
H 1.42257 5.86247 1.09681 0.01 0.02 -0.02
H -0.88589 4.97834 1.06627 -0.04 -0.01 0.02
H -1.28006 2.54820 0.92917 -0.04 0.06 0.01
H -0.39471 0.56686 -1.44891 -0.01 0.07 0.00
H -1.41740 1.98010 -1.73290 0.11 0.03 0.03
H -1.38126 0.66710 -2.89814 -0.09 0.02 -0.01
H -3.80629 0.69149 -2.73310 -0.05 -0.03 -0.04
H -6.07630 0.03687 -2.91475 -0.04 -0.02 -0.03
H -6.91215 0.06348 -1.35910 -0.05 -0.01 -0.03
H -6.48720 -1.48015 -2.09193 -0.05 0.01 -0.05
H -5.53305 -1.59855 0.42592 0.01 -0.06 0.01
H -4.27798 -2.39249 2.17903 0.00 -0.03 -0.01
H -3.18319 -1.15651 2.80870 -0.03 -0.09 0.09
H -2.53036 -2.54076 1.93150 -0.03 -0.03 0.09
H -3.07276 1.60720 1.16020 -0.06 0.07 0.00
H -3.60000 2.89141 2.26108 0.00 0.01 -0.01
H -4.24661 1.26319 2.41370 -0.01 -0.01 -0.07
H -3.10831 2.91147 4.53166 0.00 0.04 0.00
O 1.24347 3.17144 -3.00749 0.02 -0.05 -0.11
C 1.54993 2.19111 -2.44022 -0.02 0.18 0.27
N 1.83978 1.16783 -1.90075 0.71 -1.00 0.03

[2]
80
Properties=species:S:1:pos:R:3:forces:R:3 method="wB97M-V/def2-TZVPD" total_charge=-2 homo_energy_ha="0.066 / 0.087" mol_weight_g_mol=538.79 orbital_gap_ev="2.714 / 2.125" total_energy_ha=-2216.02990
Ca -0.04148 -0.08759 0.48734 6.73 3.98 -9.96
N 1.47161 3.34879 0.81758 0.61 0.79 -0.27
N -1.47380 1.64525 -0.65285 0.99 -1.17 0.38
C -0.62382 -1.81918 1.46904 -0.08 -2.10 3.50
C -1.03017 -0.65234 2.23361 0.12 -2.12 2.86
C 0.15669 0.08629 2.57779 0.31 -1.39 2.87
C 0.22632 1.33716 3.40693 0.13 0.07 0.14
H -0.77534 1.76869 3.56799 0.31 -0.12 -0.07
H 0.85358 2.10478 2.92063 -0.25 -0.22 0.22
H 0.65298 1.10884 4.40208 -0.13 0.16 -0.27
C 1.29148 -0.58401 2.01347 0.52 -2.40 3.28
C 2.72344 -0.15563 2.16282 0.21 -0.26 0.67
H 3.16206 -0.54726 3.10158 -0.19 0.05 -0.17
H 2.80050 0.94367 2.18186 -0.20 -1.08 0.17
H 3.34054 -0.52090 1.32557 -0.20 0.03 0.66
C 0.80504 -1.78091 1.34390 0.76 -1.88 3.26
C 1.66293 -2.83309 0.69955 0.03 -0.03 -0.13
H 2.55594 -2.39492 0.22476 -0.21 -0.15 0.15
H 1.10588 -3.38309 -0.07676 0.19 0.11 0.23
H 2.00642 -3.56789 1.45264 -0.05 0.21 -0.34
C -2.43323 -0.32243 2.65689 -0.16 0.01 -0.05
H -2.64125 -0.68527 3.68211 0.04 0.15 -0.31
H -3.16789 -0.79277 1.98370 0.22 0.17 0.21
H -2.61593 0.76571 2.64657 0.01 -0.32 -0.01
C -1.52225 -2.92990 1.00647 -0.13 -0.04 -0.05
H -1.12773 -3.41835 0.10128 -0.23 0.10 0.22
H -2.53262 -2.56356 0.76600 0.29 -0.16 -0.02
H -1.62295 -3.70572 1.79097 0.04 0.23 -0.30
C 2.54417 4.06785 0.46080 -0.74 0.14 -0.55
H 3.14518 4.47450 1.28678 -0.35 -0.05 -0.52
C 2.91234 4.31906 -0.86820 -0.08 0.11 0.04
H 3.79794 4.91930 -1.09921 -0.29 -0.29 0.13
C 2.10692 3.77577 -1.88112 -0.41 -0.19 0.43
H 2.35101 3.94018 -2.93657 -0.07 -0.05 0.36
C 0.99147 3.01527 -1.52885 0.45 0.38 -0.36
H 0.35658 2.56163 -2.29611 0.20 0.17 0.28
C 0.69749 2.81330 -0.15906 -1.38 -0.39 0.46
C -0.41596 1.96764 0.31090 -0.25 6.91 -0.40
H -0.84633 2.34726 1.24883 0.14 -0.01 -0.30
C -1.55620 0.29516 -0.64831 -8.26 0.38 -5.72
C -2.45290 2.23881 -1.44289 -0.05 -0.41 0.07
H -2.54478 3.31381 -1.58656 0.08 -0.43 0.13
C -3.18427 1.19719 -1.95382 0.38 -0.33 0.29
H -4.03272 1.18234 -2.63495 0.32 0.05 0.27
N -2.62954 0.00234 -1.45138 -0.25 1.37 -0.29
C -3.15821 -1.31151 -1.68603 1.58 0.37 -1.06
C -4.42120 -1.64246 -1.14819 -1.52 -0.92 0.95
C -4.90297 -2.94697 -1.35075 0.63 0.18 -0.24
H -5.87550 -3.22094 -0.92487 0.24 0.07 -0.09
C -4.16735 -3.90840 -2.06346 -1.80 -0.14 0.90
C -4.71495 -5.29988 -2.28690 0.04 0.36 -0.07
H -3.91836 -6.06049 -2.21914 -0.16 0.11 0.01
H -5.16647 -5.38735 -3.29338 0.10 -0.18 0.16
H -5.49624 -5.54828 -1.54940 0.21 0.07 -0.20
C -2.91522 -3.53655 -2.58266 1.82 0.62 -0.74
H -2.32402 -4.27338 -3.13969 -0.13 0.24 0.14
C -2.38734 -2.24654 -2.40992 -0.86 -0.48 0.36
C -1.02311 -1.89543 -2.94805 0.12 0.09 0.01
H -0.98983 -0.86424 -3.33679 -0.04 -0.33 0.09
H -0.72898 -2.59019 -3.75122 -0.11 0.20 0.29
H -0.26681 -1.94885 -2.14580 -0.14 -0.02 -0.25
C -5.23022 -0.64136 -0.35522 0.16 -0.19 -0.07
H -5.79339 0.04145 -1.01795 0.00 0.11 0.12
H -4.58366 -0.01228 0.27818 -0.28 -0.15 -0.13
H -5.96124 -1.15785 0.28783 0.24 0.18 -0.20
C 5.91992 2.12959 0.44267 0.80 -0.16 -0.39
N 4.49573 2.00984 0.76408 -1.31 -0.57 -0.38
C 4.30813 2.53699 2.15909 -0.33 0.21 0.37
C 3.60928 1.38510 -0.20433 -1.63 -0.91 2.00
C 4.14072 1.07895 -1.58189 1.29 0.22 -0.51
O 2.43589 0.90589 -0.00027 3.45 2.28 -0.84
H 6.53938 2.53290 1.28537 -0.95 -0.34 -0.49
H 6.07835 2.83334 -0.39732 0.12 -0.44 0.18
H 6.34752 1.12354 0.24073 -0.07 0.63 -0.24
H 3.28315 2.76660 2.50822 0.31 -0.73 -0.62
H 4.80131 1.87225 2.90275 -0.35 0.19 -0.58
H 4.79894 3.52962 2.27131 0.09 -0.66 -0.55
H 4.15919 -0.02060 -1.71909 -0.19 0.57 0.12
H 3.49545 1.53264 -2.35408 0.02 -0.32 0.56
H 5.16474 1.43908 -1.78760 -0.51 -0.14 0.20